# 1
Density functional theory data (ωB97M-V with the def2-TZVPD basis set) for one molecule with the formula C3H7NO3 at a distorted geometry.

The geometry in XYZ format:
```
14
Properties=species:S:1:pos:R:3:forces:R:3:nbo_charge:R:1
C 2.666 0.105 -0.067 0.2 -0.3 0.3 -0.2581
C -2.653 -0.520 0.376 -0.4 -0.2 -0.1 -0.2577
N 0.481 0.934 -0.084 2.5 -0.4 -1.3 -0.3668
C -0.431 -0.024 -0.377 -2.2 -1.0 1.1 0.8630
O 1.706 0.790 -0.862 -1.4 0.7 0.9 -0.3729
O -1.629 0.456 0.210 1.2 -0.8 -0.7 -0.5465
O -0.279 -1.130 -0.848 -0.1 1.5 0.4 -0.6010
H 0.157 1.889 -0.024 0.2 0.0 -0.2 0.4026
H 2.730 0.536 0.938 -0.1 0.0 -0.2 0.1789
H 3.644 0.206 -0.547 -0.3 0.1 -0.2 0.1961
H 2.419 -0.960 -0.002 0.0 0.1 0.0 0.1875
H -3.281 -0.533 -0.521 0.1 -0.2 0.1 0.1834
H -3.268 -0.226 1.232 0.2 0.2 -0.2 0.1905
H -2.262 -1.523 0.577 0.1 0.3 -0.2 0.2007
```
Positions in Å, forces in eV/Å.

SMILES: CONC(=O)OC
DFT total energy (eV): -10855.2130
Strongest force on any atom (eV Å⁻¹): 2.83
Kohn-Sham gap (hartree): 0.4142
Relative energy (zero: lowest compared OMol25 entry of this formula, charge and spin) (eV): 3.1547

***

# 2
Density functional theory data (ωB97M-V with the def2-TZVPD basis set) for one molecule with the formula C5H7NO at a distorted geometry.

The geometry in XYZ format:
```
14
Properties=species:S:1:pos:R:3:forces:R:3:nbo_charge:R:1
O 0.272 -2.439 2.030 0.0 -0.2 -0.2 -0.6940
C -0.775 -1.527 1.766 -0.2 0.3 0.0 -0.1344
C -0.530 -0.714 0.564 0.1 0.1 -0.5 -0.0268
C -0.318 -0.140 -0.476 -0.3 -0.4 0.3 -0.0369
C -0.061 0.680 -1.662 -0.3 -0.4 -0.4 -0.3096
C 0.578 2.742 -1.115 0.3 0.0 0.6 -0.0634
N 1.096 1.540 -1.373 -0.8 0.5 0.6 -0.5631
H 0.387 -2.976 1.236 0.1 0.0 0.2 0.4683
H -1.740 -2.042 1.646 0.2 0.1 0.0 0.1907
H -0.856 -0.889 2.652 0.0 -0.1 -0.2 0.2099
H -0.023 0.131 -2.598 0.3 -0.3 0.0 0.2188
H 1.008 3.079 -0.171 1.2 0.9 -0.1 0.0929
H -0.842 1.449 -1.724 -0.3 -0.6 -0.3 0.2713
H 1.803 1.105 -0.774 -0.2 0.1 -0.2 0.3764
```
Positions in Å, forces in eV/Å.

DFT total energy (eV): -8830.5438
Strongest force on any atom (eV Å⁻¹): 1.50
Kohn-Sham gap (hartree): 0.3299
Relative energy (zero: lowest compared OMol25 entry of this formula, charge and spin) (eV): 5.6590

***

# 3
Density functional theory data (ωB97M-V with the def2-TZVPD basis set) for C37H37AsClN5O7SYb as an isolated structure.

The geometry in XYZ format:
```
90
Properties=species:S:1:pos:R:3:forces:R:3:lowdin_charge:R:1
Yb -0.698 0.797 0.055 0.6 0.0 0.0 1.5641
O -5.226 0.195 -3.044 0.0 0.0 0.0 0.0695
C -4.263 0.474 -3.932 0.0 -0.1 0.0 -0.2602
C -4.567 0.278 -5.283 0.0 0.0 0.0 -0.0021
C -3.633 0.552 -6.256 0.0 0.0 0.0 -0.0653
C -2.368 1.038 -5.918 0.0 0.0 0.0 -0.0837
C -2.062 1.223 -4.590 0.0 0.0 0.0 -0.0425
C -2.983 0.935 -3.575 0.0 0.0 0.0 -0.0777
C -2.572 1.142 -2.180 0.0 0.1 -0.2 -0.4265
O -1.345 1.434 -1.915 -0.4 0.1 -0.4 -0.2476
N -3.502 1.025 -1.242 -0.1 0.1 0.1 0.0562
N -2.954 1.283 -0.013 -0.3 -0.2 -0.1 -0.0971
C -3.709 1.359 1.006 0.0 0.0 0.1 -0.0396
C -3.089 1.680 2.297 0.0 0.0 -0.1 -0.2583
C -3.863 1.719 3.445 0.0 0.0 0.0 0.0033
C -3.256 2.022 4.654 0.0 0.0 0.0 -0.0277
C -1.897 2.275 4.663 0.0 0.0 0.0 -0.0248
C -1.200 2.210 3.465 0.0 0.0 0.0 -0.1225
N -1.765 1.925 2.294 0.0 -0.1 0.0 0.0581
H -4.884 0.418 -2.149 0.0 0.0 0.0 0.0650
H -5.554 -0.086 -5.533 0.0 0.0 0.0 0.1230
H -3.892 0.399 -7.296 0.0 0.0 0.0 0.1101
H -1.649 1.275 -6.691 0.0 0.0 0.0 0.1003
H -1.108 1.633 -4.289 0.1 0.0 0.0 0.0874
H -4.782 1.194 0.941 0.0 0.1 -0.1 0.1404
H -4.922 1.509 3.385 0.0 0.0 0.0 0.1227
H -3.834 2.058 5.567 0.0 0.0 0.0 0.1209
H -1.372 2.516 5.576 0.0 0.0 0.0 0.1167
H -0.133 2.388 3.461 0.0 0.0 0.0 0.0943
O 1.738 -2.526 4.546 -0.2 0.0 -0.1 0.1237
C 2.530 -1.482 4.377 0.0 0.1 0.0 -0.4963
O 3.596 -1.385 4.922 0.0 0.0 0.0 0.0959
C 2.065 -0.404 3.439 0.0 -0.1 -0.1 -0.0247
C 2.773 0.763 3.189 0.1 0.0 0.0 -0.5605
Cl 4.146 1.378 3.961 0.0 0.0 0.0 0.8707
N 2.136 1.456 2.219 0.0 0.0 0.0 -0.0523
N 1.021 0.804 1.835 0.0 -0.1 0.1 0.0140
C 0.962 -0.305 2.570 0.0 0.0 0.1 -0.1335
C -0.266 -1.166 2.407 0.0 0.0 0.1 -0.5368
O -0.410 -2.171 3.090 -0.1 0.2 0.3 0.0912
O -1.095 -0.735 1.533 0.1 0.0 0.2 -0.1373
C 2.483 2.721 1.640 0.0 -0.1 0.0 -0.2838
C 1.491 3.670 1.458 0.0 0.0 0.0 -0.0645
C 1.808 4.877 0.852 0.0 0.0 0.0 -0.0642
C 3.110 5.131 0.451 0.0 0.0 0.0 -0.0647
C 4.094 4.169 0.639 0.0 0.0 0.0 -0.0600
C 3.784 2.953 1.225 0.0 0.0 0.0 -0.0702
H 0.882 -2.442 4.038 0.1 0.0 0.0 0.0661
H 0.475 3.476 1.775 0.0 0.0 0.0 0.0843
H 1.036 5.620 0.704 0.0 0.0 0.0 0.1145
H 3.360 6.078 -0.009 0.0 0.0 0.0 0.1116
H 5.110 4.360 0.321 0.0 0.0 0.0 0.1135
H 4.541 2.190 1.338 0.0 0.0 0.0 0.1045
C 4.111 0.667 -3.160 0.0 0.0 0.0 -0.2429
As 2.253 1.138 -3.165 -0.4 0.0 -0.2 0.7264
C 1.324 -0.328 -3.986 0.0 0.0 0.0 -0.2200
C 2.074 2.627 -4.360 0.0 0.0 0.0 -0.2384
S 1.657 1.715 -1.233 0.3 0.0 0.4 0.2415
H 4.403 0.314 -4.148 0.0 0.0 0.0 0.0487
H 4.273 -0.112 -2.418 0.0 0.0 0.0 0.0373
H 4.687 1.550 -2.890 0.0 0.0 0.0 0.0433
H 1.499 -0.274 -5.061 0.0 0.0 0.0 0.0508
H 0.261 -0.255 -3.771 -0.1 0.0 0.0 0.0210
H 1.714 -1.266 -3.601 0.0 0.0 0.0 0.0322
H 2.607 2.420 -5.287 0.0 0.0 0.0 0.0480
H 2.491 3.504 -3.870 0.0 0.0 0.0 0.0418
H 1.018 2.795 -4.563 0.0 0.0 0.0 0.0343
C 1.563 -5.576 3.160 0.0 0.0 0.0 -0.0212
C 0.881 -4.803 2.073 0.0 -0.1 0.0 -0.2317
C 1.574 -3.844 1.337 0.0 0.0 -0.1 0.0008
C 0.945 -3.054 0.395 0.0 -0.1 0.0 -0.1905
C 1.764 -2.037 -0.340 -0.1 0.1 0.0 -0.0281
C -0.439 -3.242 0.158 0.0 0.0 -0.1 -0.1177
C -1.243 -2.363 -0.660 -0.1 0.0 0.2 -0.1322
O -0.962 -1.232 -1.084 0.4 0.1 0.2 -0.1066
C -1.140 -4.256 0.854 0.0 0.0 0.0 -0.1833
C -2.617 -4.502 0.675 0.0 0.0 0.0 -0.0295
C -0.466 -5.007 1.800 0.0 0.0 -0.1 0.0086
H 2.644 -5.585 3.028 0.0 0.0 0.0 0.0879
H 1.203 -6.604 3.199 0.0 0.0 0.0 0.0880
H 1.352 -5.110 4.125 0.0 0.0 0.0 0.0886
H 2.634 -3.707 1.517 0.0 0.0 0.0 0.1293
H 2.826 -2.250 -0.221 0.0 0.0 0.0 0.0936
H 1.592 -1.032 0.050 0.1 0.1 0.0 0.0241
H 1.507 -2.003 -1.396 0.0 0.0 -0.1 0.0685
H -2.262 -2.712 -0.860 0.1 0.0 -0.1 0.1323
H -3.199 -3.675 1.086 0.0 0.0 0.0 0.0974
H -2.904 -5.405 1.209 0.0 0.0 0.0 0.0841
H -2.902 -4.634 -0.369 0.0 0.0 0.0 0.0872
H -1.009 -5.762 2.356 0.0 0.0 0.0 0.1287
```
Positions in Å, forces in eV/Å.

DFT total energy (eV): -176479.3696
Multiplicity: 2
Strongest force on any atom (eV Å⁻¹): 0.58
Total charge: +1
Kohn-Sham gap (hartree): 0.2659
Relative energy (zero: lowest compared OMol25 entry of this formula, charge and spin) (eV): 0.0000